# 1
DFT (ωB97M-V/def2-TZVPD) results for the molecule C3H2F2N2 in a non-equilibrium geometry.

## Properties
HOMO-LUMO gap, eV: 10.1
E_LUMO, eV: -0.39
Structure (SMILES): FC1=NN=C[C@@H]1F
E_HOMO, eV: -10.50

```
9
Properties=species:S:1:pos:R:3:forces:R:3:mulliken_charge:R:1
C -0.55977 -0.29178 0.77679 2.14 2.22 0.87 0.72
C -0.26592 -0.56523 -0.65164 -2.70 1.06 0.91 -0.43
C -2.05638 -0.17572 0.70652 1.63 0.00 -1.65 0.25
N -1.30941 -0.37605 -1.35489 0.55 -0.26 -0.57 -0.32
N -2.40322 -0.10007 -0.51982 -1.85 0.18 1.53 -0.38
F 0.03635 -1.14396 1.63440 -0.12 -1.10 0.87 -0.27
F -2.78862 -0.05273 1.76982 -0.59 0.21 0.05 -0.24
H -0.03873 0.75267 1.07940 -1.62 -1.69 -0.97 0.18
H 0.62162 -0.81865 -1.07334 2.57 -0.62 -1.04 0.49
```
Forces are in eV/Å.

---

# 2
DFT (ωB97M-V/def2-TZVPD) results for the molecule C3H4N2 in a non-equilibrium geometry.

## Properties
HOMO-LUMO gap, eV: 10.7
E_LUMO, eV: 0.16
Structure (SMILES): C/C=N\C#N
E_HOMO, eV: -10.52

```
9
Properties=species:S:1:pos:R:3:forces:R:3:mulliken_charge:R:1
C 0.85000 -0.60356 0.02500 0.11 -1.93 -0.32 -0.91
C 0.35903 0.72643 0.00890 1.33 3.28 -0.68 0.16
C -1.83623 0.37193 0.05819 -3.37 -3.53 -0.43 0.51
H 1.34624 -0.77643 0.98217 0.25 -0.16 -0.14 0.27
H 1.56352 -0.66032 -0.81186 0.01 -0.34 0.47 0.27
H 0.05133 -1.32448 -0.11178 -0.02 -0.31 0.06 0.34
H 1.20053 1.46584 -0.15584 -1.11 -0.36 0.52 0.32
N -0.80997 1.21956 0.02995 -0.10 0.41 0.07 -0.51
N -2.72446 -0.41899 -0.02473 2.92 2.93 0.45 -0.47
```
Forces are in eV/Å.